Density functional theory data (wB97M-V/def2-TZVPD) for a molecular structure, C33H42N5O4SSiTi at a distorted geometry.

Each line ends with the Mulliken charge.
Geometry (Å):
Ti 1.0251 0.3691 0.4370  -1.00
C -1.3460 -1.6206 1.1003  -0.89
N -1.2550 -0.1323 1.1128  1.37
C -2.3720 0.4010 0.3047  -0.54
C -1.3855 0.3333 2.5134  -1.43
C -0.0710 0.6377 3.1873  0.40
C -0.0901 0.9182 4.5522  -1.12
C 1.0520 1.3721 5.1912  -0.67
C 2.2235 1.5671 4.4620  -0.91
C 2.2491 1.2649 3.1159  -0.73
C 1.1144 0.7747 2.4524  2.09
H -2.3137 -1.9345 1.5001  0.54
H -0.5564 -2.0505 1.7035  0.51
H -1.2608 -1.9844 0.0842  -0.55
H -3.3305 0.2061 0.7938  0.41
H -2.3971 -0.0908 -0.6641  -0.29
H -2.2627 1.4752 0.1686  0.03
H -1.9531 -0.3965 3.0920  0.56
H -1.9820 1.2461 2.5129  0.54
H -1.0116 0.7886 5.1125  0.49
H 1.0304 1.5830 6.2555  0.40
H 3.1137 1.9444 4.9501  0.46
H 3.1737 1.4070 2.5748  0.53
C -1.8714 -7.9843 -2.0350  -1.47
C -2.0476 -6.5117 -2.2945  0.92
C -2.1931 -5.6118 -1.2416  -0.99
C -2.3725 -4.2601 -1.4780  -0.05
C -2.3990 -3.8098 -2.7914  -0.26
C -2.2604 -4.6854 -3.8674  -0.35
C -2.0884 -6.0316 -3.6062  -0.64
S -2.6089 -2.1118 -3.1189  1.45
O -3.5138 -1.5405 -2.1616  -0.70
O -2.8498 -1.9453 -4.5240  -0.74
N -1.0993 -1.4568 -2.7354  -0.27
C 0.1107 -2.0749 -3.3336  -0.99
C 1.3381 -1.7382 -2.5035  -0.18
C 1.1973 -2.2479 -1.0832  0.28
O 1.0071 -3.3935 -0.8322  -0.58
O 1.2516 -1.2877 -0.1025  -0.55
H -1.7539 -8.1918 -0.9729  0.35
H -0.9986 -8.3709 -2.5622  0.35
H -2.7408 -8.5386 -2.3951  0.35
H -2.1637 -5.9733 -0.2195  0.33
H -2.5032 -3.5635 -0.6558  0.48
H -2.3047 -4.3051 -4.8821  0.50
H -1.9843 -6.7266 -4.4327  0.42
H -1.1938 -0.4886 -3.0445  0.33
H 0.2658 -1.7468 -4.3623  0.39
H -0.0043 -3.1534 -3.3425  0.33
H 1.5281 -0.6654 -2.5033  0.09
H 2.2024 -2.2361 -2.9396  0.51
C 4.0529 -1.1549 1.8675  -0.93
Si 4.3275 -0.2232 0.2638  0.59
C 5.9251 0.7234 0.3584  -1.19
C 4.5430 -1.5111 -1.0702  -1.21
C 2.9203 0.9973 -0.1420  -0.87
H 4.5876 -2.1112 1.8153  0.49
H 3.0087 -1.3817 2.0496  0.19
H 4.4352 -0.6108 2.7357  0.34
H 6.7366 0.0591 0.6820  0.34
H 5.8753 1.5640 1.0615  0.35
H 6.1898 1.1231 -0.6280  0.32
H 5.5376 -1.9557 -0.9479  0.42
H 4.4951 -1.0846 -2.0801  0.31
H 3.8199 -2.3277 -0.9909  0.33
H 2.9140 1.1485 -1.2330  0.76
H 3.1367 1.9726 0.3018  0.66
N -4.2628 9.4478 2.4119  -0.45
C -3.6636 8.5533 2.0037  -0.04
C -2.9154 7.4255 1.4894  0.46
C -1.9607 7.6153 0.4949  -0.84
C -1.2498 6.5345 0.0030  -0.60
C -1.5077 5.2688 0.5004  0.54
C -2.4601 5.0642 1.4871  0.08
C -3.1596 6.1480 1.9904  -0.96
N -0.7744 4.1469 -0.0283  0.21
C -0.5194 3.8978 -1.3692  -0.45
C 0.1289 2.7136 -1.4131  -1.05
N 0.2538 2.2209 -0.1178  0.94
C -0.3137 3.1078 0.6849  -1.02
H -1.7660 8.6127 0.1194  0.46
H -0.4815 6.6809 -0.7478  0.52
H -2.6681 4.0639 1.8516  0.44
H -3.9079 6.0075 2.7614  0.45
H -0.8097 4.5829 -2.1515  0.54
H 0.5229 2.1953 -2.2690  0.56
H -0.3341 3.0579 1.7631  0.85

Calculated values
Energy above the lowest of the compared OMol25 structures with the same formula, charge and spin, eV: 1.209
Lowest unoccupied orbital energy, eV: -3.44
Charge: +1